Here is 7 unconnected molecules or ions with the total composition C46H39BN9O18P in a non-equilibrium geometry from the Open Molecules 2025 dataset. Energies are from ωB97M-V/def2-TZVPD.

Output
HOMO energy = -8.1 eV
largest force on an atom = 2.0 eV/Å
LUMO energy = -0.030 Eh
energy = -3989.1383 a.u.
SMILES = COB(O)c1ccc(P(N)O)c2c1C(=O)N(N=C=O)C2=O.O=[N+]([O-])c1ccccc1.O=[N+]([O-])c1ccccc1.O=[N+]([O-])c1ccccc1.O=[N+]([O-])c1ccccc1.O=[N+]([O-])c1ccccc1.O=[N+]([O-])c1ccccc1

Last column: Löwdin charge in e.
Positions of all 114 atoms, in Å:
C -5.3922 -1.0217 -3.6820  -0.06
O -4.4617 -0.2689 -2.9133  0.00
B -3.9326 -0.9500 -1.8220  -0.58
O -2.9840 -1.9229 -2.0552  0.17
C -4.4408 -0.5126 -0.3968  0.00
C -5.3496 0.5536 -0.2753  0.01
C -5.8075 0.9573 0.9677  -0.07
C -5.4104 0.3415 2.1487  -0.26
P -6.0922 1.0279 3.7401  0.86
N -7.5314 0.0998 3.7745  -0.15
O -5.1569 0.5488 5.0071  -0.31
C -4.5348 -0.7340 2.0310  -0.08
C -4.0498 -1.1489 0.7791  -0.02
C -3.1143 -2.3152 1.0419  -0.31
O -2.7666 -3.2295 0.3676  0.17
N -2.7677 -2.1868 2.4447  -0.02
N -1.5460 -1.4778 2.7205  0.16
C -0.8862 -2.1221 3.5598  -0.24
O -0.3134 -2.5878 4.4445  0.23
C -3.9475 -1.6374 3.0689  -0.33
O -4.3473 -1.9429 4.1505  0.13
H -6.4225 -0.7445 -3.4448  0.09
H -5.2103 -0.8109 -4.7355  0.09
H -5.2959 -2.1008 -3.5217  0.09
H -3.3453 -2.8082 -2.1542  0.11
H -5.6775 1.0675 -1.1686  0.12
H -6.5101 1.7813 1.0463  0.10
H -7.5294 -0.6187 4.4901  0.04
H -8.2864 0.7511 3.9347  0.01
H -4.2210 0.5314 4.7777  0.05
C 1.6410 2.7540 -3.5108  -0.06
C 0.5495 3.0199 -4.3284  -0.05
C -0.7356 2.9820 -3.8111  0.00
C -0.9067 2.6796 -2.4724  -0.15
C 0.1653 2.4057 -1.6424  0.00
C 1.4455 2.4435 -2.1708  -0.06
N -2.2655 2.6577 -1.9129  -0.35
O -3.1923 2.8812 -2.6639  0.08
O -2.3846 2.4191 -0.7265  0.07
H 2.6320 2.7858 -3.9198  0.06
H 0.7014 3.2608 -5.3717  0.11
H -1.5872 3.1873 -4.4426  0.12
H 0.0088 2.1668 -0.6008  0.12
H 2.2946 2.2330 -1.5338  0.11
C 8.4938 2.8757 -1.0734  -0.06
C 7.6052 3.9373 -0.9509  -0.06
C 6.4983 4.0182 -1.7812  0.00
C 6.2989 3.0251 -2.7238  -0.15
C 7.1756 1.9656 -2.8634  0.00
C 8.2800 1.8935 -2.0316  -0.06
N 5.1170 3.0912 -3.5939  -0.34
O 4.3673 4.0407 -3.4645  0.07
O 4.9482 2.1906 -4.3928  0.08
H 9.3535 2.8130 -0.4194  0.11
H 7.7729 4.7020 -0.2052  0.11
H 5.8047 4.8410 -1.6901  0.12
H 7.0087 1.2005 -3.6079  0.11
H 8.9720 1.0676 -2.1298  0.11
C 5.7516 -2.7937 -7.0511  -0.07
C 5.2461 -2.7675 -5.7568  -0.06
C 6.0913 -2.5280 -4.6860  0.00
C 7.4361 -2.3150 -4.9352  -0.15
C 7.9600 -2.3446 -6.2143  0.00
C 7.1060 -2.5860 -7.2784  -0.05
N 8.3353 -2.0309 -3.8072  -0.35
O 7.8566 -2.0204 -2.6901  0.07
O 9.5045 -1.8079 -4.0555  0.07
H 5.0865 -2.9757 -7.8851  0.11
H 4.1915 -2.9302 -5.5821  0.11
H 5.7043 -2.5047 -3.6781  0.12
H 9.0112 -2.1822 -6.3902  0.08
H 7.4996 -2.6094 -8.2855  0.11
C 11.5081 3.2088 -7.2689  -0.07
C 10.7931 2.3410 -6.4535  -0.06
C 10.7020 0.9978 -6.7803  0.01
C 11.3362 0.5463 -7.9241  -0.14
C 12.0480 1.3951 -8.7515  0.00
C 12.1311 2.7372 -8.4173  -0.06
N 11.2576 -0.8831 -8.2606  -0.33
O 10.6023 -1.5904 -7.5185  0.05
O 11.8456 -1.2718 -9.2461  0.09
H 11.5812 4.2564 -7.0078  0.11
H 10.3082 2.7102 -5.5600  0.11
H 10.1485 0.3169 -6.1491  0.11
H 12.5322 1.0214 -9.6415  0.12
H 12.6851 3.4152 -9.0517  0.11
C -4.4856 -4.0118 6.2449  -0.06
C -5.1967 -2.9521 6.7984  -0.06
C -6.0862 -3.1863 7.8342  0.00
C -6.2488 -4.4771 8.3042  -0.15
C -5.5543 -5.5431 7.7633  -0.01
C -4.6667 -5.3030 6.7252  -0.06
N -7.1787 -4.7172 9.4183  -0.35
O -7.7895 -3.7626 9.8605  0.06
O -7.2825 -5.8527 9.8350  0.08
H -3.7895 -3.8276 5.4410  0.09
H -5.0565 -1.9486 6.4239  0.09
H -6.6420 -2.3696 8.2700  0.11
H -5.6978 -6.5443 8.1416  0.12
H -4.1140 -6.1252 6.2914  0.11
C -10.4371 1.0343 10.3058  -0.07
C -9.2835 0.3713 9.9072  -0.06
C -8.7133 0.6527 8.6766  0.00
C -9.3110 1.5996 7.8642  -0.14
C -10.4628 2.2654 8.2408  0.00
C -11.0269 1.9766 9.4729  -0.06
N -8.6962 1.9109 6.5663  -0.33
O -7.6990 1.2904 6.2515  0.02
O -9.2199 2.7609 5.8730  0.08
H -10.8776 0.8159 11.2697  0.11
H -8.8266 -0.3637 10.5556  0.11
H -7.8163 0.1413 8.3601  0.11
H -10.9155 2.9981 7.5892  0.12
H -11.9266 2.4890 9.7846  0.11